No. 1
A molecular structure, C19H22Cl2NO, computed with ωB97M-V/def2-TZVPD.

Geometry as ORCA input:
```
! RIJCOSX wB97M-V def2-TZVPD def2/J DEFGRID3
* xyz 1 1
Cl -5.448 0.762 1.978
C -3.871 0.108 2.094
C -3.695 -1.258 2.366
C -2.407 -1.757 2.545
C -1.274 -0.917 2.427
C 0.024 -1.505 2.805
C 1.306 -0.839 2.497
C 2.370 -1.693 2.155
C 3.663 -1.212 1.986
C 3.893 0.170 2.084
Cl 5.474 0.778 1.855
C 2.841 1.050 2.379
C 1.571 0.534 2.665
C -1.471 0.406 1.999
C -2.759 0.939 1.897
H -4.562 -1.911 2.422
H -2.264 -2.808 2.796
H 0.048 -2.556 2.469
H 2.171 -2.754 2.033
H 4.479 -1.889 1.760
H 3.018 2.123 2.387
H 0.794 1.200 3.046
H -0.612 1.026 1.752
H -2.900 1.983 1.625
C 3.438 -3.810 4.644
O 2.451 -2.800 4.788
C 1.884 -2.757 6.074
C 0.925 -1.563 6.152
C 0.135 -1.528 7.473
C -1.227 -0.919 7.107
C -1.339 -1.098 5.577
N -0.083 -1.586 5.150
H 3.921 -3.632 3.680
H 4.197 -3.780 5.446
H 2.991 -4.818 4.643
H 1.310 -3.683 6.273
H 2.671 -2.621 6.845
H 1.554 -0.644 6.066
H -0.004 -2.568 7.793
H 0.668 -0.988 8.260
H -2.054 -1.412 7.623
H -1.249 0.147 7.353
H -2.152 -1.802 5.319
H -1.621 -0.140 5.099
H 0.119 -1.831 4.153
*
```

=====

No. 2
C19H22ClN7O in the gas phase, computed with ωB97M-V/def2-TZVPD.

Geometry as ORCA input:
```
! RIJCOSX wB97M-V def2-TZVPD def2/J DEFGRID3
* xyz 0 1
C -0.902 -2.302 2.105
N -0.684 -3.015 0.870
C -1.707 -3.980 0.541
C 0.287 -2.768 -0.029
O 0.347 -3.363 -1.100
C 1.302 -1.727 0.276
N 1.829 -1.495 1.502
C 2.750 -0.569 1.340
C 3.599 0.033 2.279
C 4.483 0.988 1.869
C 4.526 1.355 0.505
Cl 5.643 2.564 -0.013
C 3.702 0.774 -0.413
N 2.825 -0.175 -0.001
C 1.909 -0.923 -0.683
C 1.633 -0.786 -2.150
N 0.495 0.046 -2.504
C -0.814 -0.561 -2.329
C -1.522 -0.116 -1.052
N -1.658 1.326 -1.058
C -2.354 1.931 -0.083
N -2.395 3.273 -0.076
C -3.114 3.838 0.871
C -3.806 3.109 1.829
C -3.685 1.729 1.738
N -2.971 1.132 0.805
C -0.805 2.056 -1.967
C 0.573 1.403 -1.983
H -0.006 -1.756 2.386
H -1.744 -1.610 2.000
H -1.136 -3.019 2.893
H -1.470 -4.416 -0.428
H -2.683 -3.492 0.495
H -1.738 -4.767 1.296
H 3.530 -0.282 3.307
H 5.150 1.470 2.564
H 3.714 1.039 -1.458
H 2.513 -0.365 -2.646
H 1.453 -1.783 -2.556
H -1.433 -0.285 -3.191
H -0.707 -1.644 -2.329
H -0.952 -0.428 -0.169
H -2.515 -0.567 -0.983
H -3.131 4.921 0.858
H -4.394 3.583 2.595
H -4.176 1.068 2.443
H -0.745 3.086 -1.615
H -1.232 2.054 -2.975
H 1.251 1.981 -2.622
H 0.967 1.433 -0.953
*
```

Output
Structure (SMILES) = CN(C)C(=O)c1nc2ccc(Cl)cn2c1CN1CCN(c2ncccn2)CC1

=====

Maximum force: 6.1; 1.0 (eV/A)
Lowest unoccupied orbital energy: -5.8; 0.2 (eV)
Kohn-Sham gap: 5.9044; 8.3746 (eV)